C32H73FO21PS8 | ωB97M-V/def2-TZVPD

```
136
Properties=species:S:1:pos:R:3
S -1.0348 -2.8705 3.8505
S 0.6774 1.6918 -6.6040
S 5.0247 0.7205 -1.1981
S -2.2190 -8.6411 7.7567
S 9.3778 -4.4568 -1.6319
S 1.7710 8.1231 -0.4108
S -2.6785 5.0403 -1.0717
S -7.2762 -1.8986 -0.1073
P -0.5029 4.7918 -0.8829
F -3.1464 4.0077 -2.2805
O -8.8260 -2.1313 -0.4437
O -6.7515 -3.0760 0.5168
O -1.0513 -7.6720 7.2286
O -0.0140 -3.7973 3.0298
O 7.9035 -4.8556 -2.1302
O 9.3133 -4.0715 -0.2527
O -1.2408 -3.4370 5.1517
O 5.3291 -0.6801 -1.2206
O 0.8407 2.9890 -6.0144
O -7.1146 -0.5991 0.4798
O 9.9924 -3.6200 -2.6194
O 1.1403 7.9573 0.8692
O 1.1519 0.5009 -5.9567
O 2.4657 9.5643 -0.4672
O 4.9857 1.2698 -2.7059
O -0.6597 -1.4952 3.6764
O 3.8896 1.2338 -0.4845
O -2.6893 -9.4399 6.6633
O -0.8665 1.4858 -6.9932
O 2.6766 7.1442 -0.9381
O -3.1167 -7.8848 8.5775
C -2.9307 1.0478 -1.1005
C -1.8624 0.6745 1.5946
C 4.7495 9.1501 0.3209
C -3.6130 1.6429 0.0608
C -1.3481 -6.7850 6.1405
C -0.0322 3.1863 -1.7356
C 1.3880 -3.6935 3.3265
C 2.6414 1.0174 -3.3520
C -1.7658 1.1623 -5.9281
C -4.8990 2.4626 -0.2402
C 1.3324 1.7481 -8.2426
C 6.8596 -3.8803 -2.0007
C -2.0254 2.3559 -5.0285
C -3.5052 4.6024 0.5146
C -3.0862 1.4362 1.4224
C 4.0829 0.6455 -3.6306
C 6.4551 1.6090 -0.6656
C -1.7041 0.2847 -0.8960
C -6.6895 -1.8245 -1.7725
C -9.7115 -2.4770 0.6334
C 0.5240 8.4254 -1.6256
C -1.1530 0.1111 0.4326
C -2.4742 -3.1961 2.8790
C -0.0316 4.5359 0.9132
C 3.4424 9.8901 0.5358
C -1.2219 -9.6457 8.8143
C 1.7390 -4.3288 4.6587
C -2.2369 -5.6334 6.5662
C 6.9999 -2.7573 -3.0101
C 10.1015 -6.0645 -1.7459
C -9.9913 -1.2958 1.5437
C -4.9191 3.9243 0.3654
H 1.1883 0.7806 -8.7188
H -1.3860 0.3124 -5.3545
H 4.6209 8.0743 0.4451
H -2.3671 3.2113 -5.6140
H 6.1499 -2.0783 -2.9520
H 0.4265 2.4755 -1.0057
H -10.3544 -0.4436 0.9663
H 1.2736 -3.7943 5.4878
H -7.2345 -1.0456 -2.3026
H 2.3145 0.6305 -2.3845
H 7.0695 -3.1575 -4.0238
H -3.3535 1.2057 -2.1216
H -1.8886 -10.3276 9.3400
H -6.8336 -2.7933 -2.2458
H -2.7779 2.1158 -4.2743
H -10.6456 -2.8064 0.1776
H -5.8289 1.9445 0.1368
H -0.1312 3.4290 1.1299
H 1.3831 -5.3597 4.6975
H 3.6223 10.9628 0.4612
H -1.8044 -5.1088 7.4198
H -2.3259 -2.8015 1.8757
H -2.7780 4.0367 1.1446
H 3.0399 9.6995 1.5338
H 11.1617 -5.9617 -1.5195
H -0.7344 5.0524 1.6117
H 6.8275 -3.4910 -0.9801
H 1.0427 4.7866 1.1231
H 1.7071 -2.6487 3.2911
H 4.2188 -0.4391 -3.6231
H -1.4565 0.5422 2.6253
H 2.3943 1.9762 -8.1620
H -2.6461 -4.2708 2.8551
H -9.3116 -3.3236 1.1967
H -0.5095 -10.2038 8.2105
H -5.3457 3.8427 1.4021
H 5.9180 -4.4026 -2.1753
H -5.0429 2.5187 -1.3569
H -5.6296 -1.5754 -1.7340
H -9.0884 -0.9734 2.0633
H -0.3943 -6.3884 5.7899
H 5.5021 9.4804 1.0385
H 7.3222 1.2560 -1.2200
H -3.3139 -2.6974 3.3615
H 5.1231 9.3167 -0.6908
H -2.7025 0.8457 -6.3879
H 1.9784 0.6106 -4.1146
H 0.8254 2.5359 -8.7964
H -3.2235 -5.9871 6.8704
H -10.7342 -1.5581 2.2986
H -3.6758 1.8897 2.2572
H -0.1559 9.1912 -1.2573
H 9.9738 -6.4359 -2.7608
H 1.9166 -4.2184 2.5300
H -0.0091 7.4903 -1.7854
H -5.5876 4.5997 -0.2237
H 2.8181 -4.3175 4.8193
H 1.0039 8.7408 -2.5502
H -0.9361 2.7025 -2.1792
H -3.6754 5.5888 1.0429
H -1.7918 -7.3399 5.3093
H 7.9039 -2.1744 -2.8304
H -1.1179 2.6629 -4.5073
H 9.6230 -6.7242 -1.0252
H 6.2904 2.6718 -0.8321
H -1.1778 -0.1516 -1.7743
H -0.2078 -0.4309 0.6574
H 0.6924 3.4419 -2.5463
H -0.7104 -9.0036 9.5287
H 2.5235 2.1033 -3.3229
H -2.3740 -4.9279 5.7477
H 4.3586 0.9966 -4.6257
H 6.5819 1.4157 0.3987
```

Its total charge is +1. For the LUMO energy, the calculation gives -4.629 eV. As for the HOMO energy: -11.6328 eV.

C7H11Cl5FO7V | ωB97M-V/def2-TZVPD

```
32
Properties=species:S:1:pos:R:3
V 0.3860 4.5521 3.2080
Cl 0.0498 0.8527 -2.4959
Cl -4.7117 1.1505 -1.0310
Cl -3.6717 -2.6357 0.6231
Cl 3.2516 0.8236 -3.6661
Cl 0.1357 1.7172 2.3761
F 1.5863 -4.0886 1.0533
O 4.2102 -1.3576 0.6623
O -0.2278 2.2743 3.6685
O -0.7929 0.7783 1.9308
O 2.4457 -2.2112 1.7709
O 0.0316 2.7228 1.3579
O 2.2855 -1.5620 -0.3074
O 1.4599 1.1950 2.4192
C -4.6180 -0.6056 -0.8849
C 3.1295 -1.7528 0.6628
C 1.4492 1.7291 -1.8129
C -3.6920 -0.8344 0.2782
C 0.9521 -1.8956 0.0748
C 1.2763 -2.8202 1.3896
C 2.3377 2.1238 -3.0042
H -4.0783 -0.4265 1.2123
H 1.9586 1.0189 -1.1615
H 1.0784 2.5360 -1.1808
H -4.0825 -1.0845 -1.7046
H 3.1375 2.7791 -2.6593
H 1.7751 2.6774 -3.7559
H 0.4525 -2.8042 2.1032
H 0.3855 -0.9952 0.3120
H -5.6413 -0.9633 -0.7716
H -2.6918 -0.4637 0.0538
H 0.4332 -2.4299 -0.7210
```

Its total charge is +1. For the LUMO energy (alpha / beta), the calculation gives -8.961 / -8.397 eV. The spin multiplicity is 4. As for the HOMO energy (alpha / beta): -12.4197 / -12.4197 eV.

CH6NS | ωB97M-V/def2-TZVPD

```
9
Properties=species:S:1:pos:R:3
S -0.0692 -1.4038 -4.5111
N 0.5982 1.0689 1.6668
C -0.0361 -0.1160 1.2143
H 0.3833 -1.1973 1.2608
H -1.2804 -1.1690 -4.0908
H -1.0646 -0.2581 1.5477
H 1.6078 1.1602 1.4035
H -0.1897 -0.0201 0.1188
H 0.0507 1.9350 1.3899
```

The calculation puts the relative energy (zero: lowest compared OMol25 entry of this formula, charge and spin) at 38.32 kJ/mol. Its total charge is -2. For the LUMO energy (alpha / beta), the calculation gives 7.030 / 6.997 eV. The spin multiplicity is 2. As for the HOMO energy (alpha / beta): 3.7414 / -0.2060 eV.

C25H26N2O5 | ωB97M-V/def2-TZVPD

```
58
Properties=species:S:1:pos:R:3
O -0.7556 -1.8100 -1.6797
O -0.9438 -1.5570 1.5028
O 3.5465 -0.3733 3.3157
O 0.1554 3.1339 0.8170
O -1.6041 -4.0551 -3.2199
N -2.7682 0.7868 -0.5147
N -0.6658 0.6750 1.0920
C -2.2864 -2.8665 -3.3040
C 0.5259 4.4757 0.6252
C 1.3906 0.0063 2.2165
C -2.6954 -0.3589 0.3740
C 2.2811 2.6863 1.9238
C 0.5966 0.9592 1.5979
C -2.0165 0.6030 -1.7584
C -0.2427 -3.0208 -1.1669
C 1.0447 2.2992 1.4511
C -1.8295 -1.7883 -2.5194
C -4.0096 -1.4550 -4.2339
C -2.4770 -0.5491 -2.6222
C 4.6044 0.4335 3.5978
C 5.7727 0.0657 4.2402
C 2.6291 0.4098 2.6833
C -3.5481 -0.3897 -3.4901
C 6.5272 2.3538 3.9939
C 5.3611 2.7214 3.3522
C -1.3289 -0.5058 1.0391
C -3.3848 -2.6855 -4.1339
C -4.1364 1.2119 -0.7312
C 4.3856 1.7534 3.1497
C 3.0822 1.7322 2.5471
C -2.0598 -5.1529 -3.9674
C 6.7294 1.0470 4.4306
H -2.0179 -4.9561 -5.0438
H -3.0791 -5.4398 -3.6881
H 5.2067 3.7351 3.0148
H 7.6531 0.7939 4.9290
H -1.3796 -5.9687 -3.7257
H -4.7716 0.4329 -1.1740
H -0.9697 0.4477 -1.4942
H -4.5666 1.5064 0.2266
H 0.3426 -3.5602 -1.9144
H 0.6920 4.9875 1.5786
H -1.0373 -3.6651 -0.7879
H -4.1378 2.0808 -1.3879
H -2.9488 -1.3112 -0.1140
H -4.0155 0.5787 -3.5837
H 1.0434 -1.0061 2.3256
H 0.3954 -2.7255 -0.3346
H -2.1014 1.5372 -2.3198
H -4.8495 -1.3362 -4.9011
H -3.7517 -3.5052 -4.7299
H 5.9232 -0.9477 4.5762
H -3.4156 -0.2108 1.1860
H -0.3127 4.9405 0.1088
H 7.2989 3.0903 4.1622
H 2.6391 3.6977 1.8240
H -1.1435 1.4572 0.6534
H 1.4243 4.5603 0.0054
```

The calculation puts the relative energy (zero: lowest compared OMol25 entry of this formula, charge and spin) at 216.95 kJ/mol. For the LUMO energy, the calculation gives 0.689 eV. As for the HOMO energy: -7.5629 eV.

C5H8N2O3 | ωB97M-V/def2-TZVPD

```
18
Properties=species:S:1:pos:R:3
O 2.0887 -0.6699 -1.1907
O -1.7750 -1.1965 1.5055
O 0.9540 1.6279 0.5373
N 0.6926 0.5482 1.3535
N 0.2793 -0.8196 0.3299
C -1.2589 -1.9527 -0.8296
C -1.0259 -1.2628 0.3812
C 0.7472 -0.9432 -0.9191
C -0.0498 2.6308 0.3559
C -0.1342 -1.7160 -1.6793
H -0.1997 3.1648 1.4330
H 2.2528 0.2893 -1.2414
H 0.1382 -2.2998 -2.5641
H -2.2112 -2.3633 -1.1168
H -1.3830 -0.8005 2.3529
H 1.5225 0.2507 1.6725
H 0.4035 3.2892 -0.3541
H -1.0412 2.2235 -0.0267
```

The calculation puts the relative energy (zero: lowest compared OMol25 entry of this formula, charge and spin) at 549.92 kJ/mol. For the LUMO energy, the calculation gives 0.292 eV. As for the HOMO energy: -7.2436 eV.

C4H6ClN3 | ωB97M-V/def2-TZVPD

```
14
Properties=species:S:1:pos:R:3
Cl -1.5145 -1.3419 0.8904
N 1.4813 -0.3606 1.3193
N -1.7638 1.2768 -0.1512
N -0.0914 0.0030 -1.0257
C -0.8057 0.2691 0.1224
C 1.0042 -0.7390 -0.9943
C 0.4570 0.3672 1.4373
C 1.6770 -1.0598 0.1907
H -2.3383 1.1389 -0.8790
H 1.4648 -1.0398 -1.8782
H 0.4525 1.0794 2.2517
H 2.6266 -1.4712 -0.0222
H -0.3439 0.3496 -1.9067
H -2.3059 1.5282 0.6455
```

The calculation puts the relative energy (zero: lowest compared OMol25 entry of this formula, charge and spin) at 305.80 kJ/mol. For the LUMO energy, the calculation gives 0.685 eV. As for the HOMO energy: -8.0078 eV.

C60H93Cl3N14O13 | ωB97M-V/def2-TZVPD

```
183
Properties=species:S:1:pos:R:3
Cl -0.4089 -4.9273 -1.3805
Cl 6.2532 -2.7605 -0.3555
Cl -0.0367 6.0789 -3.5195
O 0.7859 5.0026 -3.0050
O 7.1641 -3.8250 -0.0978
O -1.3101 5.5323 -3.9229
O 5.4158 -3.0431 -1.5031
O -0.3837 -5.9964 -0.3954
O -0.2680 7.0579 -2.4884
O 1.3768 1.9305 -1.0205
O 0.6487 6.6820 -4.6315
O 6.9920 -1.5485 -0.6041
O 5.3824 -2.6018 0.7970
O 0.7309 -4.0915 -1.2383
O -0.4619 -5.5274 -2.6847
O -1.6053 -4.1265 -1.2431
N -7.5686 2.2054 -0.5348
N -1.5121 -0.0105 4.3924
N 4.4230 -0.5181 -2.9147
N 0.7205 3.5058 -5.8340
N -0.9262 -4.6397 4.2589
N 3.6722 4.8396 -3.6778
N -7.0000 -6.6401 -3.7867
N 5.3894 0.4642 1.2779
N 0.2204 -0.5079 0.2601
N 2.9421 -1.2144 4.5346
N -0.5138 5.5270 2.9296
N -2.3189 3.0552 -2.5278
N -1.6097 -2.3303 -3.7715
N 3.1877 -7.9835 2.7926
C -1.9054 -4.3205 2.2978
C -0.3626 -2.4945 -4.2882
C 1.6196 0.5024 5.9818
C 0.7181 1.6719 -7.1179
C -0.8916 -1.4621 0.7292
C -0.9598 -0.3438 -4.5406
C -7.1803 2.5273 2.0211
C -5.4133 -6.2200 -1.7611
C -2.2589 -4.8965 4.4249
C 1.6115 -1.0999 0.2711
C -2.2649 -0.7337 4.8727
C 1.8871 -2.1050 1.3948
C -2.2911 3.3655 -1.1956
C -4.3231 -1.0209 6.2643
C 6.2424 1.3459 0.6866
C 2.6271 2.4404 -1.3887
C -5.7742 2.1997 2.5145
C -3.1968 -1.7001 5.4592
C 0.9273 1.6849 5.2890
C 2.3553 -0.4597 5.1670
C -5.8102 -5.1216 -0.7805
C 0.0722 6.5245 2.1979
C 4.5566 2.4758 1.6358
C 3.9045 -5.9287 2.3771
C 4.2566 5.1643 -4.8849
C -4.6577 -4.5017 0.0226
C 0.2411 0.5972 1.2947
C 0.3211 6.0106 0.9528
C -2.2890 -0.9210 0.5545
C -3.8725 1.7903 -1.5753
C 0.1812 2.7718 -7.8296
C 3.8543 0.4724 -4.8226
C 4.5363 5.2325 -2.6979
C 1.9107 2.5635 4.5363
C 5.7062 2.6050 0.8156
C 0.8919 0.8728 -1.7828
C -3.2186 2.5514 -0.5786
C -3.2780 2.1156 -2.7625
C 4.2035 -7.0873 3.0538
C -2.9044 -4.6725 3.2217
C -1.9797 -1.0114 -3.9064
C 0.9658 2.1701 -5.8506
C 5.4507 5.8085 -4.6356
C 5.6359 5.8099 -3.2379
C -0.7010 -4.3148 2.9452
C 0.1827 3.8828 -7.0394
C 2.2518 -7.3857 1.9865
C 2.6701 -6.1048 1.7387
C 4.4273 1.1459 1.9782
C 5.2730 0.5416 -3.0566
C 3.5982 -0.6015 -4.0021
C -7.3972 2.3101 0.5920
C 0.0714 -1.2968 -4.7605
C -6.2996 -6.4327 -2.9014
C 4.9409 1.1659 -4.2328
C -0.1767 0.0475 -1.0797
C -0.5225 4.3521 2.2182
C 0.0837 4.6341 0.9910
C -5.4001 -0.3393 5.4247
C -5.2974 0.8411 2.0118
H 3.7654 0.6068 2.6371
H -6.1155 0.1888 2.3464
H 7.1134 0.9783 0.1706
H 0.2658 0.1484 2.2879
H -0.9567 0.7093 -4.7733
H 0.2340 7.5157 2.5861
H 2.8490 -1.3762 -3.9890
H -2.4667 -0.1199 1.2727
H -3.9642 -4.8718 3.1835
H 0.0981 1.3934 4.6436
H 2.7101 4.5478 -3.5993
H -2.6689 -0.6238 -0.4211
H -0.6634 -2.3557 0.1415
H 5.4182 2.0301 -4.6721
H -0.5495 -0.8441 -1.5822
H -1.0094 0.7501 -0.9951
H -6.5306 -5.5223 -0.0627
H -5.0917 2.9940 2.1986
H -5.7244 2.2228 3.6031
H -4.3899 0.4739 2.4884
H 1.4734 -1.7189 2.3345
H 6.0484 0.7779 -2.3493
H -3.8589 -5.2299 0.1568
H 6.1149 6.1813 -5.3993
H -4.2434 -3.6533 -0.5251
H 1.2496 1.6615 -4.9416
H -2.6212 -5.2594 5.3745
H 0.0315 -3.4982 -4.3160
H -0.7010 5.6217 3.9097
H -1.8252 3.5790 -3.2354
H 2.6817 2.9826 5.1832
H -5.2177 0.7225 0.9332
H 1.6908 0.1964 -2.1203
H 1.4848 -3.0681 1.1040
H -0.6378 1.2256 1.1797
H -6.3594 -4.3267 -1.2880
H 0.7656 6.5344 0.1205
H 5.5210 -0.5399 1.3392
H -7.5186 3.5502 2.2150
H 2.8530 3.3583 -0.8452
H 4.4874 -5.0205 2.3597
H -7.9629 1.9662 2.5455
H 2.2593 0.9218 6.7627
H 1.6287 -1.6098 -0.6975
H -0.0297 4.9277 -7.1900
H -0.1551 2.7510 -8.8577
H 2.3521 -0.3054 0.2119
H 6.0727 3.5551 0.4641
H -3.4298 2.5766 0.4807
H -3.9937 -0.3311 7.0416
H 4.5316 -1.2401 -2.2122
H 4.2167 5.1993 -1.6654
H 1.0019 -1.1029 -5.2706
H 5.0859 -7.3153 3.6267
H -0.6445 -1.6752 1.7640
H 3.1277 -8.9461 3.0574
H 2.6906 2.7114 -2.4488
H 0.8871 0.6488 -7.4037
H -5.0212 0.5944 5.0179
H 6.5016 6.1904 -2.7208
H -3.5184 1.7912 -3.7619
H -0.8510 3.4136 2.6302
H 1.1507 1.1895 1.2374
H -2.5986 -2.4120 6.0307
H -5.3865 -7.2092 -1.2912
H 1.3295 3.3778 4.1001
H 1.3834 -7.9227 1.6434
H 2.3788 1.9791 3.7438
H -3.6149 -2.3352 4.6761
H 0.4633 2.2754 6.0851
H -2.0839 -4.0563 1.2660
H -2.8637 -0.7562 -3.3428
H 0.8410 4.0816 -5.0224
H -5.8520 -0.9568 4.6465
H -2.0056 -2.9980 -3.1252
H 0.3369 3.9417 0.2022
H -4.9929 -4.0753 0.9677
H 3.7713 4.9546 -5.8242
H -4.7688 -1.8447 6.8306
H 2.9356 -2.0630 1.6857
H 0.3013 -4.0767 2.6341
H -0.2583 -4.6996 5.0029
H 0.4603 1.2275 -2.7268
H 0.8759 -0.0320 6.5815
H -2.9598 -1.7451 0.8234
H 3.2680 0.7373 -5.6856
H 3.8413 3.2399 1.9026
H 3.4565 1.7579 -1.1700
H 2.1800 -5.3640 1.1263
H -6.2547 -0.1956 6.0919
H -4.7561 1.1815 -1.4640
H -1.5868 4.0644 -0.7760
H -4.4139 -6.1173 -2.1972
```

Its total charge is -2. For the LUMO energy, the calculation gives 2.529 eV. As for the HOMO energy: -3.8772 eV.

C8H4Cl2F2N2O | ωB97M-V/def2-TZVPD

```
19
Properties=species:S:1:pos:R:3
Cl 1.9320 -1.9986 3.7182
Cl -0.6396 -2.4417 2.3699
F 1.6638 1.6865 -1.6077
F -3.4351 0.3007 -0.3951
O 0.8550 -0.2110 2.1252
N 1.9428 -2.1466 0.7464
N 1.9979 -1.0912 0.2535
C -2.0848 0.4276 -0.7715
C -1.0989 0.1449 0.1519
C -1.7900 0.8481 -2.0709
C 0.2311 0.4300 -0.2040
C 0.5196 1.1481 -1.3603
C -0.4634 1.2454 -2.3252
C 0.8788 -1.5820 2.4477
C 1.4138 0.0602 0.8143
H -1.3757 -0.0708 1.2038
H -0.0864 1.5376 -3.3128
H -2.7200 0.9077 -2.6266
H 2.2591 0.8051 0.8433
```

The calculation puts the relative energy (zero: lowest compared OMol25 entry of this formula, charge and spin) at 115.92 kJ/mol. For the LUMO energy, the calculation gives 0.264 eV. As for the HOMO energy: -8.7659 eV.

C5H14NO2 | ωB97M-V/def2-TZVPD

```
22
Properties=species:S:1:pos:R:3
O -0.0810 -2.5597 -0.7621
O 0.3634 2.9202 1.5499
N -0.3167 -0.1759 1.4711
C 1.4514 -0.7753 -0.6078
C -0.7893 0.0563 0.2632
C -1.8380 1.2507 0.2394
C 0.3165 0.2480 -0.7757
C 1.1130 -2.0464 -1.3247
H 1.6125 -0.9061 0.4632
H 0.7916 1.2137 -0.5992
H -1.4237 -0.7976 -0.1251
H 0.4898 2.0780 2.0099
H 1.0262 -1.8141 -2.3817
H -1.0147 -0.4400 2.1854
H 0.3822 3.5657 2.2679
H -0.0971 -3.5206 -0.7688
H 1.9423 -2.7454 -1.2307
H -0.1093 0.1939 -1.7657
H -2.1281 1.5420 -0.7600
H -1.3687 2.0957 0.7625
H -2.7178 0.9716 0.8292
H 2.3954 -0.3549 -0.9403
```

The calculation puts the relative energy (zero: lowest compared OMol25 entry of this formula, charge and spin) at 559.39 kJ/mol. Its total charge is +1. For the LUMO energy, the calculation gives -8.339 eV. As for the HOMO energy: -14.4063 eV.